[1]
A structure of composition C23H63Br2InN5O5S. Source: the OMol25 dataset; level of theory: ωB97M-V/def2-TZVPD.

total energy = -7300.37595 a.u.

```
! RIJCOSX wB97M-V def2-TZVPD def2/J DEFGRID3
* xyz -1 1
C 4.020 -0.565 -2.573
C 3.644 0.787 -1.985
Br 4.941 1.135 -0.460
C 2.253 0.753 -1.466
Br 1.785 2.451 -0.593
In 0.703 0.268 -3.034
S -0.882 -1.314 -1.889
H 4.079 -0.523 -3.654
H 3.254 -1.283 -2.299
H 4.979 -0.916 -2.223
H 3.823 1.597 -2.673
H 2.215 -0.027 -0.715
H 1.327 -0.544 -4.469
H -0.224 1.742 -3.421
H -0.437 -1.282 -0.623
C 1.243 -2.710 2.419
C 1.632 -1.321 1.920
C 2.659 -0.609 2.813
O 2.132 -0.065 4.010
C 1.990 -0.976 5.077
N 0.414 -0.534 1.732
H 0.565 -2.662 3.271
H 0.729 -3.257 1.628
H 2.124 -3.287 2.711
H 2.104 -1.447 0.940
H 3.055 0.245 2.257
H 3.510 -1.268 3.039
H 2.791 -1.723 5.079
H 1.019 -1.479 5.046
H 2.043 -0.406 6.006
H 0.665 0.354 1.299
H 0.060 -0.269 2.649
C -3.407 -0.334 4.734
C -3.107 1.008 4.073
C -4.297 1.592 3.297
O -4.533 0.995 2.040
C -5.281 -0.204 2.062
N -1.915 0.861 3.237
H -3.422 -1.150 4.012
H -2.636 -0.569 5.468
H -4.369 -0.314 5.251
H -2.874 1.720 4.871
H -4.075 2.640 3.080
H -5.213 1.579 3.906
H -6.042 -0.189 2.850
H -4.635 -1.075 2.191
H -5.777 -0.298 1.097
H -1.647 1.771 2.870
H -2.179 0.333 2.407
C -10.113 4.076 3.811
C -8.871 4.735 3.221
C -7.579 3.939 3.454
O -7.051 4.040 4.763
C -7.623 3.166 5.716
N -8.775 6.107 3.730
H -10.161 4.188 4.894
H -11.012 4.536 3.401
H -10.144 3.010 3.574
H -9.014 4.791 2.138
H -6.806 4.348 2.798
H -7.705 2.885 3.174
H -7.893 2.205 5.268
H -8.502 3.609 6.189
H -6.877 2.990 6.491
H -8.010 6.583 3.260
H -8.475 6.054 4.700
C 6.679 -5.774 0.527
C 5.613 -4.682 0.553
C 5.169 -4.217 -0.841
O 6.079 -3.353 -1.491
C 7.140 -3.992 -2.171
N 6.091 -3.570 1.379
H 7.662 -5.379 0.273
H 6.763 -6.238 1.510
H 6.426 -6.555 -0.193
H 4.728 -5.103 1.040
H 4.253 -3.632 -0.723
H 4.922 -5.069 -1.489
H 6.825 -4.945 -2.606
H 7.998 -4.153 -1.512
H 7.460 -3.329 -2.975
H 5.345 -2.887 1.484
H 6.802 -3.075 0.847
C 3.002 1.582 -9.676
C 2.562 0.206 -9.186
C 1.366 0.244 -8.221
O 1.682 0.639 -6.909
C 1.746 2.036 -6.697
N 3.716 -0.482 -8.601
H 3.549 2.131 -8.911
H 3.666 1.479 -10.535
H 2.145 2.184 -9.983
H 2.242 -0.364 -10.064
H 0.978 -0.775 -8.128
H 0.550 0.861 -8.624
H 1.017 2.573 -7.312
H 2.755 2.408 -6.902
H 1.522 2.225 -5.647
H 3.448 -1.434 -8.366
H 3.900 -0.050 -7.699
*
```


[2]
A cluster of 11 separate species, C23H63F3N11O17S in total in a non-equilibrium geometry. Source: the OMol25 dataset; level of theory: ωB97M-V/def2-TZVPD.

total energy = -3493.56223 a.u.

```
! RIJCOSX wB97M-V def2-TZVPD def2/J DEFGRID3
* xyz -1 1
C 0.852 -0.176 -1.372
F 0.597 0.927 -0.684
F 1.937 -0.036 -2.103
F 1.014 -1.174 -0.510
S -0.597 -0.622 -2.427
O -0.222 -1.906 -2.980
O -1.803 -0.730 -1.620
O -0.719 0.366 -3.504
C 4.074 4.219 -1.063
C 2.822 3.884 -1.880
O 1.663 4.072 -1.103
O 4.669 3.243 -0.226
H 3.757 5.029 -0.409
H 4.863 4.508 -1.764
H 2.913 2.914 -2.388
H 2.874 4.592 -2.726
H 0.960 3.587 -1.556
H 4.935 2.450 -0.711
C 5.543 0.365 2.203
C 4.776 0.277 0.918
O 5.603 0.502 -0.211
O 6.668 -0.524 2.229
H 4.875 0.179 3.050
H 5.921 1.376 2.369
H 3.964 1.012 0.951
H 4.194 -0.638 0.810
H 6.310 -0.143 -0.071
H 6.317 -1.385 2.495
C 0.846 -3.432 1.511
C -0.035 -4.433 2.254
O 0.457 -5.762 2.211
O 2.045 -3.160 2.251
H 0.214 -2.546 1.393
H 1.124 -3.893 0.569
H -0.983 -4.392 1.704
H -0.235 -4.082 3.273
H -0.168 -6.267 1.690
H 1.723 -2.986 3.145
C 1.718 -4.556 -2.731
C 0.397 -5.206 -2.356
O 0.331 -5.309 -0.905
O 2.789 -5.161 -2.030
H 1.654 -3.466 -2.668
H 1.840 -4.799 -3.791
H 0.348 -6.237 -2.722
H -0.504 -4.662 -2.648
H -0.437 -5.835 -0.675
H 2.578 -5.049 -1.092
C -4.148 0.282 -4.820
O -4.939 1.131 -5.247
N -2.920 0.056 -5.444
N -4.346 -0.372 -3.624
H -2.084 -0.101 -4.886
H -2.790 0.795 -6.121
H -5.124 -0.213 -3.017
H -3.632 -1.017 -3.338
C -0.955 3.706 -4.159
O -1.014 4.925 -4.288
N 0.227 3.011 -4.048
N -2.114 2.951 -4.039
H 1.080 3.533 -4.105
H 0.194 1.991 -3.993
H -1.978 1.967 -3.892
H -2.932 3.347 -4.464
C -4.283 2.096 -0.363
O -4.965 2.772 0.427
N -3.710 2.615 -1.512
N -3.783 0.854 -0.002
H -3.092 1.996 -1.992
H -3.801 3.611 -1.557
H -3.233 0.271 -0.613
H -4.181 0.422 0.811
C -3.203 -3.580 0.200
O -3.610 -4.623 0.677
N -2.734 -2.558 1.004
N -3.263 -3.244 -1.117
H -2.293 -1.787 0.526
H -2.616 -2.694 1.987
H -2.885 -2.398 -1.508
H -3.860 -3.809 -1.691
C 2.945 -0.495 -5.699
O 3.913 -0.179 -6.378
N 2.909 -1.673 -4.981
N 1.741 0.172 -5.784
H 2.314 -1.934 -4.216
H 3.759 -2.198 -5.100
H 0.913 -0.207 -5.367
H 1.694 0.889 -6.482
C 0.650 0.313 2.832
C -0.600 1.079 3.282
C -1.679 0.018 3.459
C -2.807 0.446 4.406
C -2.244 0.831 5.740
C -1.136 1.898 5.711
N -0.217 1.658 4.592
O 0.724 2.683 4.396
C -1.796 3.314 5.672
C -0.322 1.845 6.997
C -1.012 2.072 2.201
H 0.989 -0.412 3.579
H 1.515 0.986 2.845
H 0.517 -0.159 1.859
H -2.274 -0.149 2.556
H -1.213 -0.886 3.860
H -3.529 -0.370 4.465
H -3.272 1.341 3.975
H -1.801 0.026 6.344
H -2.986 1.230 6.444
H -2.150 3.657 6.642
H -1.028 3.973 5.280
H -2.697 3.270 5.056
H -0.970 2.041 7.858
H 0.114 0.860 7.168
H 0.426 2.636 6.983
H -0.735 1.679 1.222
H -0.333 2.931 2.255
H -2.039 2.430 2.183
H 0.241 3.513 4.255
*
```


[3]
A cluster of 10 separate species, C23H63N6O14 in total in a non-equilibrium geometry. Source: the OMol25 dataset; level of theory: ωB97M-V/def2-TZVPD.

<S²> = 0.755
total energy = -2295.37354 a.u.

```
! RIJCOSX wB97M-V def2-TZVPD def2/J DEFGRID3
* xyz 2 2
C 0.977 -0.827 -0.742
N -0.013 0.048 -0.126
C -1.172 0.362 -1.104
C -0.526 -0.672 1.092
C 0.553 1.387 0.273
C 1.509 1.495 1.591
O 2.621 0.703 1.631
H 1.238 -0.491 -1.746
H 0.613 -1.835 -0.941
H 1.821 -0.813 -0.053
H -1.646 -0.516 -1.543
H -0.803 1.039 -1.875
H -2.040 0.679 -0.525
H 0.308 -0.894 1.757
H -1.204 -1.413 0.669
H -1.158 -0.004 1.678
H -0.285 2.083 0.256
H 1.083 1.739 -0.612
H 1.067 1.357 2.578
H 1.812 2.539 1.678
H 2.876 0.402 2.507
C -3.986 3.194 3.147
C -3.106 2.437 2.082
O -1.721 2.270 2.424
O -4.050 2.653 4.429
H -5.013 3.337 2.810
H -3.549 4.175 3.334
H -3.164 2.974 1.135
H -3.512 1.434 1.948
H -1.526 3.095 2.873
H -3.330 2.918 5.006
C 0.296 0.886 -5.019
C 1.179 2.126 -4.905
O 2.512 2.017 -5.400
O 0.833 -0.005 -4.013
H 0.304 0.514 -6.043
H -0.749 1.159 -4.874
H 1.361 2.474 -3.888
H 0.805 3.028 -5.390
H 2.850 1.119 -5.353
H 1.534 -0.517 -4.422
C -3.034 0.140 6.276
C -1.678 -0.072 5.613
O -1.145 1.203 5.108
O -2.965 1.011 7.422
H -3.317 -0.869 6.578
H -3.904 0.357 5.657
H -1.856 -0.735 4.767
H -0.993 -0.448 6.374
H -1.202 1.152 4.151
H -3.844 1.132 7.787
C -2.214 4.847 -3.084
C -1.528 5.228 -1.749
O -0.227 4.681 -1.693
O -2.043 3.467 -3.307
H -1.653 5.370 -3.858
H -3.220 5.263 -3.036
H -2.111 4.856 -0.906
H -1.284 6.284 -1.638
H -0.379 3.813 -2.072
H -2.893 3.108 -3.041
O 1.189 -2.802 -4.882
C 0.308 -3.319 -4.181
N 0.501 -4.470 -3.708
C -1.049 -2.773 -3.998
H 1.400 -4.864 -3.946
H -0.073 -4.969 -3.043
H -1.756 -3.454 -4.472
H -1.001 -1.772 -4.428
H -1.297 -2.650 -2.943
O 6.493 0.043 -2.671
C 5.608 -0.511 -1.944
N 4.603 -1.215 -2.539
C 5.833 -0.523 -0.432
H 3.926 -1.740 -2.005
H 4.605 -1.392 -3.534
H 4.950 -0.169 0.100
H 6.694 0.112 -0.221
H 6.257 -1.360 0.122
O 2.899 0.359 4.219
C 2.835 0.737 5.373
N 2.682 -0.207 6.318
C 2.885 2.192 5.708
H 2.322 -0.067 7.251
H 2.589 -1.162 6.001
H 2.334 2.426 6.619
H 2.537 2.777 4.857
H 3.937 2.433 5.863
O -3.734 -2.156 -1.107
C -4.443 -2.829 -1.861
N -4.204 -4.106 -2.215
C -5.611 -2.244 -2.427
H -3.360 -4.541 -1.872
H -4.877 -4.670 -2.713
H -5.974 -1.457 -1.766
H -6.331 -3.026 -2.670
H -5.274 -1.772 -3.350
O 3.625 -2.943 -0.485
C 3.133 -4.062 -0.369
N 2.945 -4.728 0.704
C 3.046 -4.961 -1.560
H 2.733 -5.716 0.725
H 3.116 -4.233 1.567
H 2.652 -4.386 -2.397
H 2.293 -5.749 -1.547
H 3.942 -5.527 -1.817
*
```


[4]
A cluster of 9 separate species, C23H64O23S7 in total in a non-equilibrium geometry. Source: the OMol25 dataset; level of theory: ωB97M-V/def2-TZVPD.

total energy = -5432.31360 a.u.
SMILES = CCOS(C)(=O)=O.CCOS(C)(=O)=O.CCOS(C)(=O)=O.CCOS(C)(=O)=O.CCOS(C)(=O)=O.CCOS(C)(=O)=O.CCOS(C)(=O)=O.CO.CO

```
! RIJCOSX wB97M-V def2-TZVPD def2/J DEFGRID3
* xyz 0 1
C 17.573 6.993 17.900
C 18.137 8.391 18.027
O 17.071 9.376 18.086
S 16.492 10.054 16.622
C 17.403 11.686 16.811
O 17.017 9.313 15.460
O 15.103 10.333 16.772
H 16.822 6.802 18.666
H 18.406 6.293 17.972
H 17.189 6.765 16.906
H 18.705 8.427 18.956
H 18.887 8.631 17.274
H 17.075 12.185 17.723
H 17.193 12.324 15.952
H 18.480 11.525 16.866
C 13.401 13.145 20.072
C 13.061 13.202 18.623
O 11.714 12.692 18.453
S 11.376 11.730 17.113
C 12.029 10.137 17.889
O 9.938 11.598 16.913
O 12.241 12.153 16.028
H 12.640 13.596 20.710
H 14.265 13.796 20.208
H 13.766 12.153 20.337
H 13.077 14.157 18.099
H 13.807 12.583 18.126
H 13.102 10.276 18.017
H 11.845 9.344 17.164
H 11.474 9.907 18.799
C 10.324 16.222 7.611
C 10.889 15.470 8.808
O 11.438 16.416 9.749
S 12.253 15.948 11.078
C 13.871 15.703 10.194
O 12.454 17.035 12.074
O 11.782 14.627 11.444
H 9.883 15.520 6.903
H 11.160 16.690 7.091
H 9.730 17.076 7.937
H 10.118 14.851 9.266
H 11.663 14.764 8.508
H 14.113 16.656 9.726
H 13.673 14.930 9.451
H 14.623 15.272 10.854
C 7.228 7.190 19.641
C 7.232 7.238 18.140
O 8.434 7.752 17.630
S 8.894 7.605 16.046
C 7.773 8.783 15.230
O 10.245 8.059 15.947
O 8.475 6.277 15.644
H 8.008 6.568 20.081
H 6.296 6.725 19.961
H 7.223 8.204 20.043
H 7.110 6.247 17.705
H 6.480 7.935 17.769
H 8.241 9.766 15.175
H 6.765 8.829 15.643
H 7.684 8.471 14.189
C 13.472 8.781 14.202
C 12.028 9.024 13.805
O 11.977 9.479 12.523
S 10.535 10.053 11.941
C 10.589 11.812 12.653
O 10.609 10.210 10.450
O 9.488 9.193 12.487
H 13.968 8.050 13.563
H 13.583 8.355 15.199
H 14.023 9.717 14.290
H 11.542 8.054 13.901
H 11.541 9.720 14.489
H 10.052 12.533 12.037
H 11.645 12.083 12.658
H 10.062 11.902 13.603
C 9.207 14.609 15.673
C 10.672 14.906 15.358
O 10.708 16.113 14.620
S 10.889 17.630 15.404
C 12.717 17.731 15.629
O 10.507 18.740 14.550
O 10.286 17.499 16.762
H 9.096 13.648 16.175
H 8.558 14.631 14.797
H 8.945 15.330 16.447
H 11.334 14.660 16.189
H 11.022 14.232 14.576
H 13.094 17.895 14.620
H 12.985 16.718 15.928
H 12.976 18.401 16.450
C 13.669 8.583 9.530
C 13.973 9.884 10.233
O 15.063 10.566 9.652
S 15.399 12.119 10.201
C 17.252 11.987 10.406
O 15.018 13.110 9.156
O 14.758 12.222 11.533
H 14.523 7.907 9.565
H 13.445 8.686 8.468
H 12.799 8.056 9.924
H 13.152 10.597 10.319
H 14.300 9.695 11.256
H 17.602 11.223 11.100
H 17.594 12.920 10.855
H 17.584 11.732 9.400
C 14.498 14.054 14.185
O 14.111 14.363 15.532
H 14.949 13.066 14.092
H 13.563 13.998 13.628
H 15.087 14.827 13.691
H 13.654 13.573 15.830
C 9.419 7.635 9.508
O 8.911 6.322 9.369
H 10.498 7.594 9.659
H 9.376 8.248 8.608
H 8.848 8.228 10.222
H 7.967 6.397 9.212
*
```